[1]
DFT (the ωB97M-V functional and the def2-TZVPD basis) results for the molecule C3H5NO3.

Geometry as XYZ:
```
12
Properties=species:S:1:pos:R:3:forces:R:3
N -1.991 -0.125 0.111 -0.3314 0.0329 -0.0575
C 0.250 -0.645 0.435 -0.0122 -0.3903 0.4911
O 0.338 -1.506 1.254 0.1154 0.4588 -0.4148
C -0.713 0.504 0.447 -0.0369 0.0371 0.0159
O 1.975 1.079 -0.241 0.1665 -0.3835 -0.4000
C 1.822 0.156 -0.996 0.2686 0.3794 0.1706
O 0.909 -0.816 -0.814 0.3783 0.0003 0.1876
H -1.934 -0.477 -0.843 -0.1702 0.0928 0.1726
H -2.147 -0.934 0.710 -0.0545 0.2388 -0.0596
H -0.475 1.266 -0.298 -0.0055 -0.2266 0.1444
H -0.705 0.993 1.429 -0.2232 -0.3013 -0.1729
H 2.416 -0.034 -1.895 -0.0950 0.0616 -0.0772
```
Forces are in eV/Å.

Calculated values
Energy above the lowest of the compared OMol25 structures with the same formula, charge and spin (kcal/mol): 31.9
HOMO energy (Eh): -0.368
Frontier orbital gap (eV): 10.8
SMILES: NCC(=O)OC=O

[2]
DFT (the ωB97M-V functional and the def2-TZVPD basis) results for a cluster of 8 separate species, C16H48O16 in total at a distorted geometry.

Geometry as XYZ:
```
80
Properties=species:S:1:pos:R:3:forces:R:3
C 23.760 10.815 24.453 -0.0203 0.6035 0.4206
C 23.270 11.658 25.627 -1.0081 -0.3742 0.8041
O 21.925 12.101 25.318 1.0811 -0.5626 -0.2990
O 22.762 9.825 24.228 -0.3008 0.0248 0.0874
H 24.705 10.315 24.670 0.1864 0.3228 -0.1344
H 23.796 11.500 23.602 0.4267 -0.2220 -0.1742
H 23.880 12.506 25.927 0.1112 0.1994 -0.7122
H 23.230 11.057 26.545 -0.0513 -0.2627 -0.1720
H 21.659 11.334 24.776 -0.6136 0.3606 0.2221
H 22.721 9.640 23.286 0.1825 -0.1530 0.0062
C 23.063 4.743 24.233 1.1616 0.4309 1.4093
C 23.436 5.759 23.195 -0.4431 0.3144 -0.4966
O 22.260 6.546 22.963 0.6497 -0.0037 -0.1283
O 24.200 3.875 24.492 -1.2028 -0.0908 -0.3842
H 22.139 4.199 24.040 0.1133 -0.0785 -0.4962
H 22.908 5.312 25.157 -0.3412 -0.0368 -0.0592
H 23.816 5.292 22.279 -0.2249 -0.1318 -0.0685
H 24.231 6.420 23.546 0.1199 -0.2129 0.2851
H 22.599 7.411 22.685 -0.4205 -0.1606 -0.2539
H 23.775 3.114 24.905 0.5604 -0.1305 0.0416
C 23.570 8.630 20.083 0.5127 1.6565 -0.3320
C 22.907 7.538 19.316 -0.2560 -1.6457 0.2414
O 21.512 7.816 19.204 0.2288 0.2744 -0.0377
O 23.066 8.850 21.387 -0.4104 0.0305 0.4700
H 23.463 9.529 19.456 -0.2319 0.1520 0.3508
H 24.651 8.562 20.218 0.0006 -0.7717 -0.3741
H 23.050 6.565 19.808 -0.1115 0.1528 0.2684
H 23.344 7.383 18.325 0.2345 0.5300 -0.0374
H 21.127 7.132 18.650 -0.0808 -0.0059 0.0461
H 22.456 9.612 21.407 -0.0229 -0.1812 -0.6496
C 19.339 15.514 24.332 0.8062 -0.7512 0.0419
C 20.585 15.162 25.157 -1.0857 -0.3856 0.0572
O 20.988 16.170 26.073 0.0823 0.2003 -0.2681
O 19.544 16.730 23.612 -0.5850 -0.1789 0.4869
H 18.414 15.489 24.916 0.1361 0.5318 0.2125
H 19.220 14.663 23.652 0.0599 0.3506 -0.4149
H 21.376 14.882 24.461 0.2225 0.0901 0.1017
H 20.320 14.282 25.744 0.2924 -0.0620 0.0396
H 21.527 16.794 25.575 -0.1322 0.0600 0.0235
H 19.265 17.404 24.245 0.1735 0.1773 -0.3431
C 23.914 15.778 27.682 -0.0279 -1.0630 0.1159
C 24.968 16.626 28.377 -0.5410 -0.5835 0.4762
O 25.646 17.451 27.444 -0.5084 0.2435 0.4941
O 23.415 14.726 28.513 0.0578 0.4555 0.2376
H 24.286 15.205 26.832 0.3537 0.4431 -0.2507
H 23.103 16.411 27.319 -0.0985 0.0306 -0.0026
H 25.670 16.032 28.964 0.2917 -0.1825 -0.5953
H 24.413 17.150 29.172 0.2270 0.6221 -0.2399
H 24.987 18.109 27.184 0.3833 0.0503 -0.1885
H 23.067 15.108 29.327 -0.0969 -0.0668 -0.0537
C 19.119 11.832 20.844 -1.0825 -0.2936 0.2279
C 20.245 10.985 20.321 -0.4760 0.0884 -0.7341
O 21.366 11.015 21.192 0.0086 0.1021 0.0557
O 19.455 13.210 20.860 0.1515 0.0220 0.2359
H 18.809 11.516 21.845 0.5419 0.1751 0.2462
H 18.189 11.642 20.298 0.2518 0.1015 -0.4946
H 20.516 11.346 19.321 0.1842 0.0912 0.0956
H 19.895 9.965 20.153 0.3062 -0.1670 0.4523
H 21.527 11.949 21.387 0.0861 -0.1315 0.0546
H 19.040 13.652 20.117 0.0537 -0.0007 -0.0266
C 27.185 14.256 26.802 -0.4559 -0.5715 -0.5058
C 28.456 14.273 25.966 -0.1624 -0.7662 0.6015
O 29.370 13.314 26.510 0.3076 0.4272 -0.0016
O 26.405 13.083 26.464 0.0265 0.5091 -0.2941
H 26.596 15.161 26.640 0.0637 0.0371 -0.0153
H 27.400 14.117 27.863 0.4969 0.6142 0.0342
H 28.872 15.279 25.983 0.4193 -0.1548 0.2562
H 28.315 13.995 24.920 -0.6170 0.2482 -0.0390
H 28.889 12.481 26.565 0.0102 -0.0057 -0.0386
H 25.510 13.296 26.748 -0.0090 -0.3104 0.0813
C 19.062 9.235 23.651 0.0103 0.0471 1.3307
C 19.746 8.164 24.542 -1.0968 0.1614 -0.9394
O 18.922 7.778 25.625 -0.1064 0.0225 0.1998
O 17.693 8.906 23.420 -0.0122 -0.4197 -0.2031
H 19.580 9.355 22.698 0.2625 0.1463 0.1454
H 19.009 10.159 24.230 0.1408 0.2223 -0.3448
H 20.662 8.513 25.002 0.3155 0.0107 -0.4219
H 19.893 7.341 23.837 0.5289 -0.4327 0.3949
H 18.006 7.732 25.327 0.0639 0.1032 -0.1294
H 17.670 8.093 22.898 -0.0521 0.1148 0.0022
```
Forces are in eV/Å.

Calculated values
Energy above the lowest of the compared OMol25 structures with the same formula, charge and spin (kcal/mol): 40.6
HOMO energy (Eh): -0.353
Frontier orbital gap (eV): 10.0
SMILES: OCCO.OCCO.OCCO.OCCO.OCCO.OCCO.OCCO.OCCO

[3]
DFT (the ωB97M-V functional and the def2-TZVPD basis) results for a structure of composition C32H48BeBr4CaF3GaNNaO14S at a distorted geometry.

Geometry as XYZ:
```
107
Properties=species:S:1:pos:R:3:forces:R:3
C 3.872 -0.920 4.411 -0.1691 0.0178 0.4171
C 2.620 -1.463 5.255 0.7521 -0.2957 -2.0236
C 1.199 -0.971 4.641 -0.2539 -1.4823 -0.0511
O 1.339 -0.375 3.356 0.0194 0.2408 1.6912
C 1.402 1.104 3.465 1.0544 0.6604 0.1834
Ga -0.355 1.972 2.824 -0.2881 0.8990 0.3361
C -0.872 1.529 0.877 -0.9627 -0.1965 -0.4361
C -1.198 -0.038 0.803 -0.7526 0.6229 -0.8513
C -0.137 -0.912 -0.006 -0.4764 -0.0034 1.6315
C 1.343 -0.324 -0.006 0.3781 -0.1357 -0.8415
C 1.750 0.447 -1.348 -0.1935 -0.9569 0.6018
N 1.269 -0.227 -2.605 0.0223 1.4899 0.0104
C -0.395 4.020 3.251 0.3034 0.1965 -0.2688
C 0.672 4.441 4.366 -0.5026 0.7620 -0.0390
C 0.340 3.951 5.851 0.3971 0.6975 0.3603
C -1.166 4.220 6.327 0.1331 -1.0747 0.7838
C -2.046 2.933 6.013 -0.1032 0.1664 -0.9876
O -2.984 2.586 7.076 0.4047 -2.1901 -1.6308
C -3.336 1.218 6.853 -1.2755 -1.2666 2.9621
C -3.846 0.646 5.480 0.6334 -0.8335 -1.0956
O -3.239 0.419 7.809 -0.0148 1.9793 -2.7961
H 3.731 -1.124 3.305 -0.0992 0.3778 1.4172
H 3.930 0.203 4.578 0.1687 -1.2900 -0.4658
H 4.855 -1.425 4.704 -1.3769 0.7343 -0.1127
H 2.699 -2.601 5.263 -0.2919 1.4994 0.4468
H 2.752 -1.113 6.356 -0.6354 -0.8433 -0.9451
H 0.604 -0.362 5.390 0.7622 -0.3813 -0.9566
H 0.602 -1.939 4.483 0.7613 1.2991 0.2255
H 2.343 1.483 2.921 -1.1229 -0.7476 0.6940
H 1.553 1.366 4.565 -0.0751 -0.2097 -1.2495
H -1.532 1.339 3.745 0.1783 -0.3255 -0.3833
H -1.867 2.072 0.681 1.4162 -0.5617 0.2762
H -0.150 1.909 0.085 -0.7291 -0.6070 0.6994
H -1.413 -0.424 1.857 0.6424 0.3472 -1.3961
H -2.198 -0.144 0.245 1.3007 -0.1037 0.7637
H -0.085 -1.940 0.529 -0.4183 2.4505 -0.9979
H -0.574 -1.119 -1.031 0.8695 0.1487 0.9901
H 2.072 -1.205 0.068 -0.8719 1.3173 -0.1692
H 1.569 0.387 0.843 -0.4889 -0.9066 -0.8696
H 2.925 0.474 -1.418 -1.9103 -1.1847 1.4428
H 1.404 1.572 -1.350 -0.1459 -1.7673 1.1234
H 1.681 0.200 -3.472 -0.6371 -1.0525 0.5171
H 0.251 -0.055 -2.692 0.7009 -0.2420 0.1280
H -0.201 4.634 2.300 -0.1556 -0.7403 1.2426
H -1.477 4.249 3.544 1.4971 -0.0712 -0.1299
H 1.730 4.134 4.042 -1.4575 0.2053 0.5369
H 0.704 5.590 4.417 -0.0001 -1.4479 0.0279
H 0.612 2.853 6.039 -0.5378 1.4414 -0.3986
H 1.010 4.547 6.569 -0.7646 -0.8234 -1.0586
H -1.159 4.348 7.463 0.0001 -0.2782 -1.4858
H -1.612 5.174 5.904 0.5900 -1.2192 0.2396
H -1.393 2.007 5.837 -0.5691 1.5485 0.1906
H -2.650 3.082 5.053 0.8800 -0.1352 1.1425
H -3.098 -0.097 5.018 -0.4592 1.1607 0.7081
H -4.812 0.040 5.680 1.7512 2.1278 -0.1893
H -4.063 1.416 4.685 0.1075 -0.8899 1.0736
Ca 2.880 1.928 -2.623 1.1951 3.1393 -0.4116
Br 4.035 2.348 0.257 -0.3777 -0.1048 -1.7464
Na -5.552 -1.650 5.922 0.0368 0.3982 0.5831
C -2.263 4.588 -3.803 -1.0718 -0.1833 0.1042
C -1.432 5.503 -4.644 -0.4515 0.9566 -0.0804
O -0.146 5.391 -4.057 0.3356 -1.1693 0.1245
C -0.095 4.146 -3.530 -0.5035 0.0701 0.2344
O 0.922 3.600 -3.191 0.5672 -0.4889 -0.0301
O -1.321 3.584 -3.433 1.2694 0.1691 -0.0929
F -1.849 6.781 -4.532 0.1425 -0.0815 -0.1421
H -2.647 5.074 -2.902 0.1598 0.1192 -0.1043
H -3.100 4.160 -4.354 0.2054 -0.1957 0.0878
H -1.379 5.222 -5.699 0.0625 0.1671 0.0300
F -5.554 1.580 6.725 -0.8133 -0.2336 0.2047
C 3.406 -2.434 -5.864 -0.3535 0.6847 0.0965
C 3.368 -3.698 -6.293 1.4629 -0.3764 0.1119
C 2.090 -4.336 -6.723 -0.7439 -0.2284 -0.1483
O 2.097 -5.483 -7.126 0.3464 0.2173 0.1036
C 0.862 -3.540 -6.633 0.2110 -0.2423 -0.0684
C 0.901 -2.279 -6.201 -1.0887 0.2001 -0.0918
C 2.183 -1.635 -5.798 0.9022 -0.3856 0.0432
O 2.181 -0.469 -5.422 -0.2634 0.3135 0.0772
O -0.229 -1.529 -6.109 1.1261 -0.1119 0.1313
O 4.489 -4.453 -6.358 -1.3523 0.3228 -0.1251
H 4.326 -1.960 -5.551 -0.0057 -0.0578 -0.0120
H -0.060 -4.018 -6.930 0.0347 0.0411 0.1036
H 0.062 -0.661 -5.776 -0.1208 -0.0671 -0.0791
H 4.199 -5.321 -6.699 0.1128 -0.0023 0.0274
Be 3.408 -0.168 7.384 -0.7636 1.0524 1.3030
C 2.125 -4.460 -1.267 0.0465 -0.3375 0.2803
Br 1.050 -3.702 0.158 0.8720 -1.2785 -0.6299
Br 1.576 -3.810 -3.008 0.0223 -0.1139 0.2483
Br 4.020 -4.193 -0.962 -0.3445 0.0483 -0.0886
H 1.950 -5.534 -1.263 0.0782 0.2344 -0.0738
F -2.028 -4.697 -7.049 -0.0366 -0.0429 0.1426
C -2.454 -4.685 -8.326 -0.3214 -0.0058 -0.8513
C -1.525 -4.670 -9.354 0.1729 0.0118 0.1407
C -1.966 -4.663 -10.673 -0.2839 0.0204 0.1466
C -3.331 -4.661 -10.948 0.0231 0.0031 -0.0550
C -4.254 -4.672 -9.907 0.2954 -0.0018 -0.0328
C -3.814 -4.690 -8.588 -0.0861 0.0135 0.2174
H -0.466 -4.663 -9.121 -0.0435 -0.0641 -0.0247
H -1.248 -4.658 -11.485 -0.0326 0.0042 0.0966
H -3.674 -4.652 -11.976 0.0284 -0.0052 0.0993
H -5.316 -4.667 -10.122 0.0884 -0.0184 0.0560
H -4.518 -4.707 -7.765 0.0630 0.0090 -0.0118
O 1.834 0.536 9.331 2.2108 -0.6910 -0.4937
S 0.617 0.747 10.146 -1.9793 0.8810 0.2762
O 1.018 0.976 11.540 0.5298 -0.3945 -0.4852
O -0.238 -0.445 10.069 0.2423 0.1664 -0.0164
O -0.118 1.912 9.635 0.2095 -0.4876 -0.2094
```
Forces are in eV/Å.

Calculated values
HOMO energy (Eh): -0.242
Frontier orbital gap (eV): 2.9

[4]
DFT (the ωB97M-V functional and the def2-TZVPD basis) results for the molecule C4H6FN at a distorted geometry.

Geometry as XYZ:
```
12
Properties=species:S:1:pos:R:3:forces:R:3
C -0.818 0.341 -1.394 1.6909 1.3029 3.5805
C 0.029 1.271 0.455 -1.4292 -1.4100 -3.1958
C 0.369 -0.075 0.958 -0.0308 -0.4624 -0.0748
C 0.266 -1.219 -0.150 0.4488 0.0307 0.4670
N -0.501 -0.843 -1.275 -0.8165 0.1947 -1.2584
F -1.481 0.929 -2.349 -0.1228 -0.1069 -0.2902
H 0.809 1.897 0.060 0.1553 0.1961 0.0272
H -0.839 1.774 0.841 -0.0224 0.1760 0.2157
H 1.394 -0.122 1.323 0.0024 0.0553 0.1861
H -0.311 -0.354 1.760 0.0643 0.0119 0.1032
H 1.263 -1.485 -0.517 -0.0872 -0.0220 0.1808
H -0.181 -2.113 0.288 0.1473 0.0337 0.0586
```
Forces are in eV/Å.

Calculated values
Energy above the lowest of the compared OMol25 structures with the same formula, charge and spin (kcal/mol): 50.2
HOMO energy (Eh): -0.333
Frontier orbital gap (eV): 9.9

[5]
DFT (the ωB97M-V functional and the def2-TZVPD basis) results for the molecule C4H3NS2 at a distorted geometry.

Geometry as XYZ:
```
10
Properties=species:S:1:pos:R:3:forces:R:3
C 0.200 -0.400 -1.293 0.1417 0.1091 -0.4735
C 1.092 -0.514 -0.179 -0.2189 -0.1213 0.6980
C -0.150 0.371 1.658 -0.5762 1.0515 0.4240
C -1.022 0.094 -1.246 -0.7659 -0.0067 -0.2139
N 0.802 -0.286 1.036 1.0993 -0.6285 -0.2275
S -2.483 0.585 -1.267 0.5024 -0.1042 0.0255
S -0.413 1.987 1.495 -0.0843 -0.1497 0.0504
H 0.574 -0.747 -2.247 -0.1288 0.0677 -0.1670
H 2.082 -0.903 -0.382 0.0843 -0.0468 -0.0654
H -0.682 -0.188 2.426 -0.0536 -0.1711 -0.0505
```
Forces are in eV/Å.

Calculated values
Energy above the lowest of the compared OMol25 structures with the same formula, charge and spin (kcal/mol): 24.5
HOMO energy (Eh): -0.310
Frontier orbital gap (eV): 7.5
SMILES: S=C=C/C=N\C=S

[6]
DFT (the ωB97M-V functional and the def2-TZVPD basis) results for the ion C5H11O with charge -1 at a distorted geometry.

Geometry as XYZ:
```
17
Properties=species:S:1:pos:R:3:forces:R:3
C -2.286 1.095 -0.076 0.5808 -0.3780 -0.3007
O -2.519 2.276 0.483 0.0084 -0.0364 0.3616
C -0.743 0.735 -0.316 -0.3466 1.0543 0.8784
C -0.222 -0.387 0.599 0.6341 -0.0055 -1.8660
C 1.312 -0.422 0.637 0.6542 1.0820 1.1578
C 1.955 -1.108 -0.554 0.3225 -0.2573 0.0027
H -2.655 0.166 0.472 -0.1918 0.2789 0.1343
H -2.752 0.985 -1.091 -0.1140 -0.0657 -0.1481
H -0.158 1.630 -0.043 -0.4047 0.0350 -0.1175
H -0.635 0.626 -1.389 0.4707 -0.6360 -0.2988
H -0.440 -1.332 0.101 -0.7740 -0.4084 0.4878
H -0.751 -0.258 1.536 0.2322 -0.2737 0.3732
H 1.755 -0.754 1.591 -0.4165 -0.7616 -0.1883
H 1.714 0.601 0.682 -0.3738 0.2011 -0.4292
H 1.429 -0.873 -1.474 -0.1439 0.1414 -0.1583
H 2.008 -2.196 -0.483 -0.2817 -0.0939 0.1752
H 2.987 -0.785 -0.674 0.1441 0.1239 -0.0642
```
Forces are in eV/Å.

Calculated values
Energy above the lowest of the compared OMol25 structures with the same formula, charge and spin (kcal/mol): 12.5
HOMO energy (Eh): -0.077
Total charge: -1
Frontier orbital gap (eV): 5.9
SMILES: CCCCC[O-]